Record 1
80
Properties=species:S:1:pos:R:3:forces:R:3:mulliken_charge:R:1 method="wB97M-V/def2-TZVPD" homo_ev="-9.9 / -9.9" spin_multiplicity=5 energy_ha=-4568.21531 total_charge=+1 s_squared=6.042 lumo_energy_ev="-5.168 / -5.195" e_above_lowest_kcal_mol=63.5
C 4.21163 -0.37939 2.18928 0.0094 -0.0715 0.0068 -0.12
C -1.49994 -4.52520 -1.11486 0.1922 0.1289 0.1652 0.11
H 7.02893 1.48828 2.27285 0.0416 0.0048 0.0083 0.41
H -2.06837 5.87122 1.07865 -0.0240 0.0797 0.0047 0.51
H -3.40837 -7.13704 -0.53179 -0.0059 0.0157 -0.0615 0.39
H -1.65653 -5.82289 0.38284 -0.0100 0.0112 -0.0536 0.23
H -1.46099 -3.40990 -2.76180 -0.0127 -0.0716 0.0415 0.12
C 3.37324 0.49451 1.48945 0.1248 0.0155 -0.0978 0.15
C -1.00438 -2.11120 4.58381 0.0948 -0.0120 -0.0176 -0.13
C -1.90157 2.00260 1.64828 -0.1161 0.0580 0.0883 -0.92
H -4.10644 -0.90074 -3.61592 -0.0458 -0.0130 -0.0280 0.44
C 0.75531 3.21331 1.07587 0.1415 0.3268 -0.1395 1.76
C -2.76360 -6.64494 -1.26030 0.0444 -0.0856 -0.0433 -0.64
H -3.91640 -1.43699 -1.20730 -0.0279 -0.0531 0.0120 0.46
C -3.11257 -0.92434 -1.71654 -0.0542 0.0184 -0.0373 -1.13
Os 1.48101 -0.18969 1.41189 0.0716 0.0144 0.4811 1.24
C -1.59377 2.54377 0.32216 0.0251 0.1258 -0.2699 1.70
H -4.31472 -5.29229 -1.88002 0.0108 0.0026 0.0155 0.28
N -1.96034 -5.65720 -0.56262 -0.0211 0.0624 0.0608 -0.12
C 0.95422 5.22597 -0.40994 0.0709 0.1177 -0.0959 -0.60
H 3.85283 -1.34948 2.51637 0.0121 -0.0115 0.0075 0.42
N -1.83753 -4.26613 -2.38844 -0.0249 0.1092 -0.0377 -0.03
C 5.51875 -0.01691 2.47741 0.0114 -0.0155 0.0149 -0.83
H 3.10387 1.00853 -1.31738 -0.1008 -0.0213 -0.0220 0.44
C -0.92424 0.08966 -1.64987 0.0158 0.0604 0.0133 0.76
H 1.57718 -1.33407 -2.61639 -0.0083 0.0124 0.0590 0.16
H 6.15083 -0.69708 3.03035 0.0148 -0.0260 0.0132 0.44
O 1.99782 -1.63912 0.32933 -0.0298 0.0045 -0.2450 -0.39
N -2.05985 -2.37201 4.94482 -0.2719 -0.0297 0.0915 -0.41
C -1.40386 4.54177 -1.21822 -0.1825 -0.1070 0.1177 -1.05
H -2.03374 1.95130 -0.48969 -0.0507 0.0092 0.0676 1.06
C -0.08091 5.25759 -1.25269 0.0889 0.0654 -0.0855 -0.69
H -4.11052 -6.68972 -2.93800 0.0160 0.0102 -0.0039 0.35
H -2.39254 4.87372 3.29604 -0.0171 0.0611 0.0476 0.43
H -2.33620 2.45763 3.68664 0.0103 -0.0407 0.0307 0.50
H 1.78671 4.93451 1.57109 0.0147 -0.0037 0.0370 0.54
Ge 0.62359 0.79824 -0.71773 -0.2799 -0.0307 -0.1039 -0.06
C 1.05934 2.62254 2.42940 0.1028 0.0101 0.3224 -0.23
H 2.11531 1.06793 -2.77253 -0.0503 -0.0096 -0.0290 0.72
C -2.17996 0.03008 -3.71603 0.0041 -0.0121 -0.0388 -0.83
C 2.57120 -1.92247 -0.87595 0.0693 -0.2085 0.0363 0.33
O 0.87484 1.30515 2.52878 0.0115 0.0216 -0.2267 -0.64
C 2.23315 0.57366 -1.80780 0.0729 -0.0378 0.1874 -0.53
C -0.03637 2.41740 0.14410 0.0861 -0.1208 0.0162 -2.17
C -1.97317 -0.57122 -1.01242 0.0755 0.0382 0.1270 0.44
C 5.19125 2.06947 1.33513 -0.0012 0.0095 -0.0054 -0.98
C -1.04142 0.39011 -3.00832 0.0308 -0.0499 -0.0008 -0.33
C 3.88007 1.72012 1.05826 -0.0610 0.1009 -0.0267 0.69
C -2.21182 4.22152 2.45172 -0.0106 0.0806 0.0189 -0.48
H -2.00215 -5.79240 -3.82018 -0.0673 -0.0163 0.0205 0.32
H -1.89578 -0.83712 0.03278 0.0187 -0.0554 0.0439 0.34
C -2.03355 4.79847 1.19590 0.0122 -0.2403 -0.1655 -0.38
H -0.24461 0.90099 -3.53645 0.0694 0.0251 0.0058 0.41
H -1.84933 0.92911 1.78731 0.0035 -0.0397 -0.0080 0.39
H 5.57696 3.02103 0.99562 -0.0026 0.0276 -0.0168 0.45
O 3.11776 -2.97108 -1.01931 0.0711 0.1846 -0.0758 -0.57
C -2.64564 -5.13588 -3.22425 -0.0309 -0.0172 -0.0695 -0.61
H 1.76183 5.91026 -0.64620 0.0236 0.0145 -0.0002 0.47
H -3.21117 -4.50742 -3.91399 -0.0097 -0.0688 -0.0002 0.36
H 0.01339 5.92622 -2.09980 -0.0013 0.0236 -0.0376 0.51
C -1.75767 3.98616 0.12148 -0.0802 0.1098 0.1198 -0.32
H -2.18128 5.25896 -1.50289 0.0238 -0.0109 -0.0093 0.63
N 2.42102 -1.96191 5.54990 0.1713 -0.0340 0.1164 -0.43
O 1.35747 3.29679 3.37542 0.0313 0.0757 -0.0666 -0.63
C 1.46401 -1.89261 4.92285 -0.0204 0.0099 0.0264 -0.34
N 0.46506 -1.33658 2.90370 -0.2611 -0.2579 0.4691 0.40
C 0.29754 -1.77201 4.11175 0.1683 -0.0312 -0.3658 1.00
C 2.41650 -0.93468 -2.03565 0.0363 -0.0909 -0.0953 -0.57
C 1.17546 4.45996 0.81056 -0.0465 -0.2556 0.2047 -0.43
C -3.57616 -5.95129 -2.34100 -0.0260 -0.0783 -0.0541 -0.59
H 3.26195 2.41129 0.49723 -0.0128 0.0099 0.0486 0.45
H 3.30462 -1.09665 -2.64927 -0.0442 -0.0305 0.0418 0.53
C 6.00960 1.20638 2.05172 -0.0284 0.0039 -0.0122 -0.61
H -2.11282 -7.40767 -1.70262 -0.0855 -0.0078 -0.0134 0.28
S -0.53356 -3.46176 -0.23669 0.0674 -0.0445 -0.0011 -0.35
O -0.49864 -1.15025 2.08303 -0.0201 0.3358 -0.3852 -0.74
C -2.16744 2.83589 2.68984 0.0327 -0.0909 -0.1326 -0.79
H -1.41258 3.75168 -1.97486 -0.0313 0.0070 -0.0044 0.23
H -2.25518 0.26050 -4.77022 -0.0051 0.0092 -0.0163 0.45
C -3.21655 -0.62498 -3.06768 -0.0131 -0.0097 0.0105 -0.62

=====

Record 2
7
Properties=species:S:1:pos:R:3:forces:R:3:nbo_charge:R:1 method="wB97M-V/def2-TZVPD" homo_ev=-11.0 energy_ha=-675.47342 total_charge=0 smiles=C#C[C@H](F)Cl lumo_energy_ev=0.518 e_above_lowest_kcal_mol=11.7
C 0.78713 0.35465 0.25836 0.2874 -0.2073 -1.6943 0.17
C -1.70078 -0.53473 -0.16821 1.6026 -1.0564 -1.9092 -0.17
H 0.78556 0.55950 1.30569 0.2795 -0.2427 0.7275 0.21
H -2.60372 -1.00104 -0.68013 1.4540 1.0607 1.4050 0.26
F 0.95675 1.59245 -0.35887 -0.4162 -0.9731 0.2170 -0.33
Cl 2.25606 -0.65056 -0.21682 -1.0752 0.5839 0.5227 -0.05
C -0.48100 -0.32026 -0.14004 -2.1320 0.8349 0.7313 -0.09

=====

Record 3
35
Properties=species:S:1:pos:R:3:forces:R:3:nbo_charge:R:1 method="wB97M-V/def2-TZVPD" homo_ev="-0.5 / -1.5" spin_multiplicity=5 energy_ha=-4084.20270 total_charge=-2 s_squared=6.030 lumo_energy_ev="4.959 / 4.239" e_above_lowest_kcal_mol=0.0
Cl -0.34447 2.13389 2.06567 -0.9006 -0.1873 2.1661 -0.72
H -1.86471 -0.40595 2.83346 0.1244 -0.1446 -0.0760 0.24
H 2.21685 -2.09326 -1.27641 -0.0082 0.0419 -0.1890 0.21
H -1.71094 0.98929 -2.34850 0.1282 -0.1861 -0.1274 0.25
H 1.59739 -0.89036 -2.44392 -0.0232 -0.1115 0.0795 0.26
H 1.09749 -2.49231 2.28163 0.1482 -0.0710 -0.0848 0.20
Se 3.38134 5.87739 0.88711 0.8101 1.0158 0.2917 -0.39
C -1.42427 -1.33204 2.44384 -0.1779 -0.0242 0.5066 -0.65
Pd 0.64010 1.96885 -0.02805 -0.5566 -1.6914 -1.4852 1.40
H 0.98087 -3.66033 0.94760 0.2057 -0.0917 0.1648 0.18
H -1.71641 -0.63839 -3.09703 -0.0163 0.0540 -0.0918 0.17
C 1.33281 -1.75797 -1.82771 0.3885 -0.0521 -0.1311 -0.67
H 2.32631 1.32716 -1.54106 -0.3787 0.2131 -0.3209 0.44
C -0.94599 -1.16000 1.06054 2.5963 -1.4321 -0.3875 0.06
C 0.27309 -1.38646 -0.87742 -0.5225 0.4072 0.8399 0.14
H 2.21370 -2.38006 0.90062 -0.0464 -0.0288 0.1634 0.21
H -3.65441 -0.19614 0.54359 0.0292 0.0858 -0.0451 0.18
O 1.43937 1.59954 -1.84738 0.9760 -0.5751 -0.5511 -1.04
H -2.18970 -2.12395 2.49085 0.0337 0.1084 0.0604 0.19
H 2.00568 1.02345 1.68378 0.0748 -0.1163 -0.2401 0.45
C -1.14426 0.05936 -2.46874 -0.1838 0.2476 -0.6623 -0.68
C -2.79076 0.42596 0.25938 -0.4928 0.3887 0.1302 -0.68
C 0.22696 -1.73255 0.50170 -1.8613 0.4974 0.7220 -0.14
C -0.84228 -0.53602 -1.15919 -1.3068 0.2245 1.9636 -0.05
C 2.28071 4.54214 0.57916 -2.4167 -2.9539 -0.9139 0.15
C -1.59470 -0.39673 0.04311 1.0322 0.1440 -2.8787 0.01
H -3.02890 1.02100 -0.62577 -0.0491 -0.1292 0.1567 0.24
H -0.60319 -1.63059 3.10655 -0.1940 0.0979 -0.0550 0.21
H -0.21211 0.31859 -2.98067 -0.1673 0.0743 0.0118 0.25
H 1.01855 -2.57518 -2.49191 -0.0101 0.0626 0.0030 0.20
Cl -1.15876 3.14566 -0.96483 -1.3512 0.6759 -0.7700 -0.70
H -2.58971 1.13442 1.07607 -0.1154 -0.0896 -0.1501 0.27
O 2.05231 0.78414 0.74278 0.5738 -0.7079 0.6609 -0.98
C 1.18515 -2.61000 1.19826 0.2533 -0.3032 0.0714 -0.62
N 1.54686 3.64743 0.33288 3.4045 4.5569 1.1682 -0.56

=====

Record 4
12
Properties=species:S:1:pos:R:3:forces:R:3:nbo_charge:R:1 method="wB97M-V/def2-TZVPD" homo_ev=-8.9 energy_ha=-1097.83476 total_charge=0 smiles="O=C(NC=S)NC=S" lumo_energy_ev=-1.031 e_above_lowest_kcal_mol=12.4
H -0.52723 -1.15160 0.07256 -0.3277 -0.5225 -0.1500 0.44
H -2.69504 0.80375 -0.40729 -0.2018 1.6889 -0.5848 0.22
C -0.05500 0.81525 -0.00156 -1.5606 0.9326 -0.8996 0.80
C -2.28815 -0.14107 -0.24996 -1.3159 -2.2754 1.3845 -0.05
C 2.16132 -0.43300 0.00898 0.1375 -3.5807 0.8360 -0.02
N 1.35169 0.62226 0.15779 -0.7514 -0.3092 -0.0386 -0.61
S 1.73878 -2.11849 -0.07880 0.5297 3.2209 -0.1479 -0.15
H 3.24637 -0.21335 0.15400 -1.0043 0.1218 -0.3532 0.22
S -3.29789 -1.39065 0.11360 0.4610 0.5614 -0.5402 -0.06
H 1.76286 1.50130 0.43316 0.0833 0.1726 -0.2630 0.43
N -0.96214 -0.26037 -0.13926 3.6285 0.5898 0.4493 -0.63
O -0.43556 1.96599 -0.06321 0.3218 -0.6004 0.3073 -0.57